1.
Molecular formula: C20H18N4O4S2
Method: DFT, ωB97M-V with the def2-TZVPD basis set

SMILES: O=[N+]([O-])CCc1c(SSc2[nH]c3ccccc3c2CC[N+](=O)[O-])[nH]c2ccccc12
Highest occupied orbital energy, eV: -8.29
LUMO level, eV: -0.38
E_tot, eV: -56846.1570

Last column: Löwdin charge in e.
Element x y z (Å)
O -3.18 -2.79 -0.23  0.08
N -2.89 -2.15 -1.25  -0.39
O -3.20 -2.33 -2.44  0.08
C -2.01 -1.08 -0.98  -0.13
C -2.61 0.33 -0.79  -0.12
C -1.59 1.38 -1.08  -0.17
C -1.13 2.32 -0.15  -0.62
S -1.49 2.55 1.54  0.64
S 0.46 2.67 2.17  0.63
C 0.72 0.89 2.60  -0.51
N -0.01 0.27 3.53  0.06
C 0.13 -1.09 3.54  -0.22
C -0.41 -2.08 4.42  0.01
C 0.08 -3.38 4.34  -0.11
C 1.13 -3.68 3.48  -0.08
C 1.64 -2.59 2.65  -0.01
C 1.13 -1.32 2.71  -0.19
C 1.56 -0.07 2.08  -0.19
C 2.36 0.03 0.89  -0.13
C 1.69 -0.67 -0.28  -0.09
N 2.60 -0.69 -1.40  -0.41
O 2.45 0.11 -2.28  0.10
O 3.48 -1.54 -1.26  0.07
N -0.19 3.16 -0.78  0.05
C -0.15 2.73 -2.12  -0.22
C 0.77 3.21 -3.09  0.02
C 0.56 2.85 -4.44  -0.06
C -0.50 1.99 -4.78  -0.07
C -1.29 1.45 -3.76  0.00
C -1.08 1.77 -2.41  -0.14
H -1.54 -1.31 0.03  0.15
H -1.20 -0.92 -1.78  0.15
H -3.02 0.39 0.22  0.11
H -3.40 0.39 -1.48  0.11
H -0.78 0.68 4.00  0.14
H -1.27 -1.79 5.09  0.12
H -0.33 -4.19 4.87  0.08
H 1.57 -4.74 3.35  0.13
H 2.52 -2.95 2.01  0.13
H 3.29 -0.43 1.26  0.14
H 2.58 1.05 0.64  0.12
H 0.74 -0.17 -0.58  0.12
H 1.37 -1.70 0.01  0.14
H 0.62 3.65 -0.34  0.13
H 1.45 3.92 -2.82  0.07
H 1.06 3.30 -5.24  0.08
H -0.54 1.81 -5.81  0.08
H -2.12 0.76 -3.90  0.11

***

2.
Molecular formula: C35H28N2O18S
Method: DFT, ωB97M-V with the def2-TZVPD basis set

SMILES: CC(=O)OCCCc1ccc2nsnc2c1.O=C1C=C(O)C(=O)C=C1O.O=C1C=C(O)C(=O)C=C1O.O=C1C=C(O)C(=O)C=C1O.O=C1C=C(O)C(=O)C=C1O
Highest occupied orbital energy, eV: -8.48
LUMO level, eV: -2.07
E_tot, eV: -87404.0494

Last column: Löwdin charge in e.
Element x y z (Å)
C 2.30 -4.07 0.38  -0.02
C 2.17 -2.82 -0.66  -0.28
O 2.02 -3.13 -1.97  -0.03
O 2.21 -1.38 -0.32  -0.12
C 0.98 -0.99 0.41  -0.16
C -0.23 -0.53 -0.61  -0.15
C -1.60 -0.28 0.27  -0.18
C -2.44 -1.72 0.36  -0.12
C -1.95 -2.97 1.36  -0.02
C -2.82 -4.39 1.47  0.00
C -4.18 -4.46 0.54  -0.27
N -5.05 -5.71 0.62  -0.27
S -6.32 -5.26 -0.54  0.86
N -5.93 -3.66 -1.18  -0.28
C -4.65 -3.25 -0.47  -0.22
C -3.80 -1.84 -0.60  0.03
H 2.01 -5.08 -0.16  0.10
H 1.57 -3.98 1.32  0.08
H 3.43 -4.23 0.74  0.11
H 0.69 -1.91 1.09  0.10
H 1.16 -0.09 1.16  0.14
H 0.09 0.51 -1.08  0.11
H -0.46 -1.31 -1.45  0.13
H -2.32 0.53 -0.17  0.12
H -1.39 0.01 1.41  0.13
H -1.00 -2.91 2.05  0.08
H -2.45 -5.26 2.20  0.10
H -4.15 -0.98 -1.33  0.10
O -8.51 -4.68 -2.87  0.06
C -8.54 -4.51 -4.08  -0.30
C -7.43 -3.88 -4.82  0.08
C -7.50 -3.69 -6.14  -0.21
O -6.46 -3.11 -6.83  0.08
C -8.71 -4.10 -6.91  -0.31
O -8.75 -3.90 -8.12  0.10
C -9.81 -4.75 -6.18  0.08
C -9.73 -4.94 -4.86  -0.21
O -10.76 -5.55 -4.17  0.08
H -6.56 -3.59 -4.24  0.13
H -6.76 -3.08 -7.77  0.12
H -10.67 -5.06 -6.76  0.14
H -10.47 -5.57 -3.23  0.12
O 0.53 2.92 0.67  0.10
C 1.60 3.24 1.15  -0.30
C 2.88 2.69 0.68  0.08
C 4.03 3.05 1.25  -0.19
O 5.24 2.53 0.81  0.09
C 4.07 4.02 2.38  -0.26
O 5.14 4.33 2.89  0.10
C 2.79 4.60 2.83  0.09
C 1.64 4.24 2.26  -0.19
O 0.44 4.77 2.68  0.09
H 2.84 1.98 -0.13  0.11
H 5.92 2.95 1.38  0.12
H 2.83 5.32 3.64  0.12
H -0.25 4.35 2.12  0.12
O 2.68 6.90 9.15  0.10
C 3.31 6.14 8.42  -0.31
C 3.49 6.40 6.99  0.08
C 4.17 5.53 6.22  -0.19
O 4.35 5.77 4.87  0.03
C 4.75 4.29 6.79  -0.30
O 5.34 3.50 6.05  0.11
C 4.58 4.04 8.23  0.08
C 3.91 4.90 8.99  -0.21
O 3.75 4.68 10.35  0.08
H 3.07 7.31 6.59  0.14
H 4.86 5.00 4.54  0.06
H 5.02 3.14 8.63  0.14
H 3.23 5.44 10.68  0.12
O 2.71 2.84 -4.06  0.10
C 3.34 1.78 -4.15  -0.30
C 4.28 1.51 -5.24  0.08
C 4.93 0.35 -5.31  -0.21
O 5.81 0.09 -6.34  0.08
C 4.72 -0.72 -4.29  -0.30
O 5.32 -1.78 -4.39  0.11
C 3.80 -0.44 -3.18  0.09
C 3.15 0.73 -3.11  -0.19
O 2.29 1.00 -2.07  0.03
H 4.41 2.29 -5.98  0.14
H 6.15 -0.82 -6.17  0.12
H 3.67 -1.21 -2.43  0.11
H 1.94 1.91 -2.24  0.11

***

3.
Molecular formula: C19H23NO3
Method: DFT, ωB97M-V with the def2-TZVPD basis set

SMILES: COc1cc(OC)c(OC)cc1CN1CCc2ccccc2C1
Highest occupied orbital energy, eV: -7.42
LUMO level, eV: 0.69
E_tot, eV: -27694.1941

Last column: Löwdin charge in e.
Element x y z (Å)
C 3.83 0.46 -0.52  0.05
O 2.34 0.83 -0.86  -0.06
C 1.65 -0.22 -1.27  -0.34
C 2.14 -1.43 -1.49  0.05
C 1.29 -2.64 -1.73  -0.24
O 1.47 -3.98 -1.82  -0.06
C 2.79 -4.52 -1.54  -0.03
C 0.04 -2.37 -1.96  -0.19
O -0.86 -3.28 -2.41  -0.09
C -2.25 -3.05 -2.68  -0.09
C -0.62 -0.93 -2.03  0.10
C 0.28 0.04 -1.66  -0.12
C -0.11 1.52 -1.42  -0.15
N -0.40 1.70 -0.03  -0.14
C -0.51 3.20 0.02  -0.09
C -0.03 3.76 1.52  0.04
C -1.05 2.71 2.58  -0.15
C -1.27 3.22 3.73  -0.04
C -1.91 2.28 4.72  -0.12
C -2.40 1.26 4.24  -0.19
C -2.21 0.75 2.93  -0.04
C -1.67 1.62 2.09  -0.17
C -1.29 1.02 0.71  -0.16
H 4.21 1.55 -0.27  0.14
H 3.83 -0.26 0.14  0.02
H 4.36 0.18 -1.37  0.06
H 3.23 -1.84 -1.18  0.14
H 2.95 -5.39 -1.54  -0.06
H 3.19 -4.35 -0.43  0.14
H 3.61 -3.92 -2.29  0.16
H -2.59 -2.48 -3.43  0.03
H -2.85 -3.92 -3.01  0.09
H -2.74 -2.78 -1.59  0.15
H -1.62 -0.70 -2.10  0.07
H 0.50 2.09 -1.90  0.05
H -1.11 1.65 -2.09  0.17
H 0.40 3.71 -0.45  0.14
H -1.38 3.62 -0.04  0.05
H -0.15 4.76 1.80  0.07
H 0.76 3.33 1.84  0.01
H -0.87 4.13 4.24  0.13
H -2.45 2.72 5.52  0.10
H -3.10 0.41 4.95  0.18
H -2.79 -0.23 2.58  0.16
H -1.07 0.07 0.52  0.08
H -2.25 1.03 0.15  0.14

***

4.
Molecular formula: C27H49Cl3GeN6OOsP2S
Method: DFT, ωB97M-V with the def2-TZVPD basis set

Net charge: +3
<S²>: 0.766
Highest occupied orbital energy (spin up / spin down), eV: -17.46 / -17.16
LUMO level (spin up / spin down), eV: -10.49 / -11.04
E_tot, eV: -165722.9456
Spin multiplicity: 2

Last column: Löwdin charge in e.
Element x y z (Å)
Os 0.85 -0.17 1.61  0.81
C 0.28 -2.43 4.66  -0.22
P 0.95 -0.91 3.96  0.75
C 0.07 0.38 4.90  -0.20
C 2.69 -0.85 4.50  -0.37
C 3.46 0.29 3.82  -0.35
P 3.28 0.21 2.01  0.73
C 3.85 1.79 1.35  -0.21
C 4.49 -0.96 1.36  -0.23
H 0.61 -2.48 5.70  0.08
H 0.64 -3.32 4.15  0.00
H -0.81 -2.40 4.64  0.03
H 0.30 0.24 5.96  0.08
H -1.00 0.24 4.76  0.06
H 0.34 1.39 4.61  0.04
H 3.14 -1.81 4.27  0.06
H 2.71 -0.74 5.58  0.11
H 4.52 0.26 4.07  0.12
H 3.09 1.27 4.15  0.10
H 4.88 1.94 1.69  0.08
H 3.24 2.63 1.67  0.05
H 3.85 1.75 0.26  0.05
H 5.48 -0.54 1.54  0.08
H 4.35 -1.08 0.28  0.03
H 4.42 -1.94 1.84  0.02
C -0.21 -3.62 -4.29  -0.09
C -0.99 -3.79 -3.00  -0.26
C -2.07 -2.73 -2.79  -0.19
C -1.56 -1.29 -2.87  -0.15
N -0.57 -1.02 -1.82  0.05
C 0.28 -0.01 -1.83  -0.63
S 1.55 0.18 -0.61  0.68
N 0.24 0.88 -2.81  0.06
C 1.17 2.00 -3.04  -0.17
C 2.33 1.62 -3.96  -0.19
C 1.99 1.62 -5.45  -0.24
C 0.86 0.69 -5.87  -0.10
H 0.44 -4.48 -4.47  0.09
H 0.45 -2.74 -4.27  0.06
H -0.87 -3.52 -5.16  0.09
H -0.31 -3.81 -2.15  0.03
H -1.49 -4.76 -3.00  0.12
H -2.57 -2.87 -1.83  0.08
H -2.84 -2.82 -3.55  0.13
H -2.39 -0.59 -2.78  0.12
H -1.08 -1.14 -3.84  0.11
H -0.53 -1.68 -1.06  0.04
H -0.32 0.63 -3.62  0.11
H 1.52 2.34 -2.07  0.09
H 0.58 2.81 -3.48  0.14
H 2.70 0.63 -3.66  0.12
H 3.14 2.32 -3.78  0.12
H 2.89 1.35 -6.00  0.12
H 1.75 2.65 -5.76  0.12
H 1.01 -0.33 -5.50  0.07
H 0.79 0.63 -6.95  0.09
H -0.13 1.06 -5.54  0.07
C -3.80 1.38 1.52  0.04
N -3.66 1.37 0.04  -0.15
C -4.47 2.47 -0.57  0.04
C -2.22 1.28 -0.44  -0.08
C -1.24 2.09 0.36  -0.21
C -1.34 3.48 0.39  0.00
C -0.57 4.27 1.24  -0.01
C 0.35 3.67 2.09  -0.01
C 0.52 2.29 1.99  -0.18
C -0.23 1.53 1.13  -0.24
H -4.86 1.32 1.77  0.13
H -3.39 2.31 1.91  0.11
H -3.27 0.53 1.94  0.08
H -4.07 0.48 -0.29  0.13
H -4.17 3.42 -0.14  0.10
H -5.52 2.29 -0.35  0.12
H -4.32 2.47 -1.65  0.11
H -2.24 1.55 -1.50  0.13
H -1.96 0.23 -0.35  0.08
H -2.05 3.98 -0.26  0.13
H -0.69 5.34 1.25  0.14
H 0.93 4.25 2.79  0.13
H 1.31 1.84 2.62  0.05
Cl 2.45 -2.95 -0.89  0.25
Ge 1.29 -2.60 0.86  -0.31
Cl 2.39 -3.67 2.37  0.29
Cl -0.50 -3.71 0.52  0.36
O -1.10 -0.90 1.41  -0.48
N -1.62 -1.46 2.50  -0.04
C -2.77 -2.02 2.33  -0.31
C -3.44 -1.96 1.05  -0.13
N -3.90 -1.77 0.02  0.24
C -3.38 -2.64 3.46  -0.14
N -3.85 -3.12 4.39  0.23

***

5.
Molecular formula: C20H24CeN2O4P2
Method: DFT, ωB97M-V with the def2-TZVPD basis set

Net charge: +1
<S²>: 0.751
Highest occupied orbital energy (spin up / spin down), eV: -10.81 / -10.80
LUMO level (spin up / spin down), eV: -3.22 / -3.17
E_tot, eV: -63799.1819
Spin multiplicity: 2

Last column: Löwdin charge in e.
Element x y z (Å)
C -1.29 3.33 -3.34  -0.03
C -1.15 1.99 -2.98  -0.21
C 0.17 1.48 -2.85  -0.18
C 1.27 2.24 -3.22  -0.11
C 1.11 3.58 -3.55  0.00
C -0.17 4.12 -3.61  -0.05
C 2.65 1.59 -3.08  -0.17
C 2.57 0.08 -3.29  -0.11
C 1.42 -0.57 -2.88  -0.18
C 1.28 -1.97 -3.00  -0.21
C 2.38 -2.69 -3.46  -0.04
C 3.57 -2.05 -3.79  -0.05
C 3.67 -0.66 -3.71  -0.01
H -2.30 3.75 -3.43  0.12
H 2.00 4.18 -3.76  0.13
H -0.30 5.17 -3.88  0.11
H 3.32 2.02 -3.82  0.16
H 2.30 -3.78 -3.54  0.12
H 4.43 -2.63 -4.13  0.11
H 4.59 -0.13 -3.97  0.13
N 0.42 0.23 -2.23  -0.20
Ce 0.08 0.03 -0.13  1.13
C -2.36 1.11 -2.71  -0.27
H -2.27 0.17 -3.29  0.10
H -3.28 1.63 -3.01  0.10
C -0.02 -2.66 -2.61  -0.27
H -0.88 -2.13 -3.06  0.09
H -0.02 -3.70 -2.97  0.10
P -2.59 0.59 -0.93  0.81
P -0.34 -2.73 -0.77  0.79
C 0.95 -3.91 -0.25  -0.24
H 1.07 -3.82 0.84  0.05
H 0.66 -4.94 -0.49  0.06
H 1.91 -3.68 -0.72  0.05
C -1.85 -3.75 -0.69  -0.25
H -1.71 -4.71 -1.21  0.06
H -2.08 -3.95 0.37  0.06
H -2.70 -3.21 -1.13  0.04
C -3.04 2.20 -0.20  -0.24
H -4.08 2.44 -0.45  0.06
H -2.94 2.13 0.90  0.05
H -2.39 3.01 -0.55  0.06
C -4.21 -0.24 -0.98  -0.26
H -4.46 -0.57 0.04  0.06
H -4.99 0.44 -1.34  0.06
H -4.16 -1.13 -1.63  0.04
C 3.17 1.84 -1.73  -0.13
O 2.66 1.48 -0.68  0.07
H 4.10 2.39 -1.95  0.15
O 1.45 2.35 2.82  0.17
N 0.98 1.62 1.99  -0.47
O 1.28 0.35 1.89  -0.16
O 0.10 2.04 1.09  -0.18

***

6.
Molecular formula: C4H4N2O2
Method: DFT, ωB97M-V with the def2-TZVPD basis set

SMILES: C#C/C(=N/N)OC=O
Highest occupied orbital energy, eV: -9.16
LUMO level, eV: 0.66
E_tot, eV: -11284.5653

Last column: Löwdin charge in e.
Element x y z (Å)
C -0.11 1.20 2.76  0.15
C 0.00 0.80 1.61  -0.03
C 0.35 0.28 0.30  -0.35
N 0.92 0.92 -0.66  0.06
N 1.26 0.24 -1.82  0.05
O 0.06 -1.10 0.08  0.02
C -1.20 -1.33 -0.36  -0.33
O -2.02 -0.48 -0.56  0.10
H -0.02 1.41 3.80  0.03
H 1.43 0.94 -2.52  0.09
H 0.65 -0.48 -2.10  0.07
H -1.32 -2.40 -0.52  0.15